# 1
Entry from the Open Molecules 2025 dataset: a structure of composition C26H35CaGe2N2O2S2 (ωB97M-V/def2-TZVPD).

As for the multiplicity: 1. As for the largest force on an atom: 1.72 eV Å⁻¹. The value obtained for the HOMO-LUMO gap is 7.2 eV. The HOMO energy is -10.23 eV. As for the total charge: +1.

Element x y z (Å)
Ca1 0.59356 -0.86887 -0.30902
O1 2.34911 -4.14557 -4.27275
C1 1.35389 -4.84089 -3.70294
C2 0.98471 -6.04249 -4.30656
C3 -0.02112 -6.81963 -3.77282
C4 -0.69148 -6.41804 -2.61901
C5 -0.34811 -5.22419 -2.02561
C6 0.66894 -4.41589 -2.54895
C7 0.97056 -3.15386 -1.85249
O2 0.14433 -2.70811 -0.95829
N1 2.09865 -2.55076 -2.17875
N2 2.37238 -1.36431 -1.50519
C8 3.59702 -0.98213 -1.59136
S1 4.10852 0.54654 -0.91358
C9 5.86343 0.06306 -0.88183
C10 6.13744 -0.68865 -2.16593
S2 4.82196 -1.93522 -2.39057
H1 2.57609 -3.40437 -3.67616
H2 1.51983 -6.34883 -5.19566
H3 -0.28601 -7.75158 -4.25512
H4 -1.46957 -7.03715 -2.19415
H5 -0.85866 -4.87715 -1.13771
H6 6.02513 -0.56310 -0.00629
H7 6.45974 0.96985 -0.79962
H8 7.08480 -1.22262 -2.11713
H9 6.13902 -0.02844 -3.03128
C11 -1.97396 -1.43554 4.18287
C12 -1.26639 -1.70880 2.85478
Ge1 -0.36681 -0.05353 2.18176
C13 1.54438 -0.09992 2.80354
C14 1.67540 0.62256 4.14562
C15 -1.27309 1.57958 2.76479
C16 -1.66974 2.34429 1.73920
Ge2 -1.12961 1.40367 0.05989
C17 0.26092 2.24526 -1.12568
C18 -0.15552 3.61490 -1.66533
C19 -2.51663 0.54208 -1.10288
C20 -3.55643 1.51626 -1.66038
C21 -2.37949 3.62892 1.79474
C22 -2.83454 4.22780 0.61993
C23 -3.51571 5.43311 0.64414
C24 -3.74955 6.06614 1.85486
C25 -3.29890 5.48697 3.03386
C26 -2.62056 4.28218 3.00772
H10 -2.40204 -2.35701 4.57751
H11 -2.77978 -0.71200 4.05799
H12 -1.28063 -1.04411 4.92937
H13 -1.97344 -2.08091 2.11262
H14 -0.49042 -2.46617 2.98255
H15 2.20988 0.35768 2.06437
H16 1.82894 -1.15002 2.90842
H17 1.42103 1.67783 4.04506
H18 2.69490 0.54996 4.52408
H19 1.00943 0.18438 4.89056
H20 -1.46212 1.84377 3.80168
H21 0.42689 1.55240 -1.96092
H22 1.19771 2.33589 -0.56975
H23 -1.10521 3.56344 -2.19868
H24 0.59339 3.98693 -2.36460
H25 -0.25562 4.33648 -0.85544
H26 -3.00935 -0.23899 -0.52278
H27 -1.97655 0.05804 -1.92442
H28 -4.15751 1.94327 -0.85821
H29 -4.22585 0.99895 -2.34771
H30 -3.08927 2.33301 -2.21261
H31 -2.64959 3.72710 -0.32440
H32 -3.86543 5.87899 -0.27772
H33 -4.27827 7.00960 1.88158
H34 -3.47746 5.97872 3.98128
H35 -2.27155 3.84927 3.93547

Here are the Löwdin charges for atoms 1 to 6, given in e:
1 Ca 1.225
2 O 0.063
3 C -0.263
4 C -0.006
5 C -0.066
6 C -0.084

---

# 2
Entry from the Open Molecules 2025 dataset: a cluster of 2 separate species, CH3O3 in total (ωB97M-V/def2-TZVPD).

As for the multiplicity: 1. As for the largest force on an atom: 1.78 eV Å⁻¹. The value obtained for the HOMO-LUMO gap is 7.9 eV. The HOMO energy is -3.94 eV. As for the total charge: -1.

Element x y z (Å)
O1 -1.39678 -0.42497 1.85334
H1 -2.35657 -0.57044 1.69236
H2 -0.95944 -0.70947 1.01905
O2 2.34292 0.80868 -0.88784
O3 0.72055 -0.76295 -1.09414
C1 1.16256 0.42209 -1.11334
H3 0.48676 1.23706 -1.46943

Here are the Löwdin charges for atoms 1 to 6, given in e:
1 O -0.104
2 H 0.032
3 H 0.030
4 O -0.170
5 O -0.178
6 C -0.685

---

# 3
Entry from the Open Molecules 2025 dataset: the molecule C5H6ClN3O2 (ωB97M-V/def2-TZVPD).

As for the multiplicity: 1. As for the largest force on an atom: 1.08 eV Å⁻¹. The SMILES is [O-]/[N+](O)=C1\C=CC=N[C@@H]1NCl. The value obtained for the HOMO-LUMO gap (alpha / beta) is 7.7 / 7.7 eV. The HOMO energy (alpha / beta) is -8.49 / -8.49 eV. As for the total charge: 0.

Element x y z (Å)
O1 -1.91895 2.73468 0.57802
N1 -1.54897 1.61230 0.87923
O2 -2.20793 1.03522 1.95350
C1 -0.58640 0.92308 0.30392
C2 0.01014 1.40616 -0.89394
C3 0.98361 0.68583 -1.49839
C4 1.40059 -0.55196 -0.89921
N2 0.89517 -1.07274 0.14665
C5 -0.19661 -0.43661 0.82535
N3 -1.38146 -1.31307 0.84993
Cl1 -2.12860 -1.48287 -0.74924
H1 -2.20307 0.06013 1.84954
H2 -0.36056 2.33640 -1.29693
H3 1.43243 1.00371 -2.42411
H4 2.20424 -1.11228 -1.36110
H5 0.10153 -0.37063 1.88922
H6 -1.08395 -2.24922 1.12073

Here are the Löwdin charges for atoms 1 to 6, given in e:
1 O 0.049
2 N -0.265
3 O 0.084
4 C -0.190
5 C 0.003
6 C -0.053

---

The lowest total charge belongs to which entry?
CH3O3

---

total charge of number 3 (C5H6ClN3O2)?
0

---

Which value of multiplicity does entry 2 give?
1